No. 1
Computed, not measured: C4H5NO3 in the gas phase in a non-equilibrium geometry, with wB97M-V/def2-TZVPD.

Last column: natural (NBO) charge in e.
Cartesian coordinates (Å):
C -0.26758 1.31035 -0.25933  -0.348
C 0.98782 0.92202 -0.22202  0.118
C -1.54746 0.42156 -0.12112  -0.114
C -0.33899 -1.50919 0.19539  0.175
N 1.98470 0.03529 -0.00799  0.387
O 2.11986 -0.35164 1.23594  -0.538
O 2.71884 -0.16354 -0.96506  -0.415
O -1.19023 -0.84740 -0.49246  -0.363
H -0.58988 2.31357 -0.41189  0.217
H -1.74555 0.42497 0.87969  0.193
H -2.27528 1.08614 -0.74959  0.235
H 0.05858 -2.51909 -0.23261  0.222
H 0.08518 -1.12305 1.15105  0.232

Forces on the atoms, in the same order (eV/Å):
1.54 -0.93 -0.05
-1.98 -0.02 0.69
1.17 3.30 -2.29
1.68 -0.31 -0.44
-1.15 1.00 1.85
0.54 0.20 -2.40
0.94 -1.18 0.23
-0.82 -2.29 -1.17
0.25 0.89 -0.01
-1.15 0.12 2.70
0.62 -2.63 0.83
-1.07 2.11 0.62
-0.56 -0.25 -0.56

Output
total charge	0
highest occupied orbital energy (alpha / beta)	-8.36 / -7.88	eV
LUMO energy (alpha / beta)	-1.2169 / -1.9555	eV
HOMO-LUMO gap (alpha / beta)	7.1 / 5.9	eV


No. 2
Computed, not measured: C4H5NO3 in the gas phase in a non-equilibrium geometry, with wB97M-V/def2-TZVPD.

Last column: natural (NBO) charge in e.
Cartesian coordinates (Å):
C -1.80252 0.39794 -0.79835  0.166
C 1.67577 1.17588 -0.03718  0.523
C -0.62709 0.23284 -0.00478  0.176
C 0.72884 0.02980 -0.52230  -0.246
N 1.29134 -1.22530 -0.03479  -0.848
O 1.57734 2.32471 0.14323  -0.444
O -0.80159 -0.10009 1.32419  -0.686
O -2.93147 0.44132 -0.15075  -0.630
H 0.76057 0.17731 -1.61639  0.247
H 0.78091 -2.00852 -0.43407  0.378
H 2.26854 -1.31885 -0.28786  0.381
H -0.05319 -0.64997 1.59644  0.506
H -2.86746 0.52294 0.82260  0.478

Forces on the atoms, in the same order (eV/Å):
1.21 -0.07 -0.30
0.72 0.37 0.31
-0.77 -0.67 0.77
-0.20 0.30 -0.55
-0.16 -0.02 0.04
-0.33 -0.42 -0.16
-0.02 0.30 -0.75
-0.73 0.21 0.40
-0.26 -0.14 0.26
0.07 0.13 -0.02
-0.01 0.12 0.08
0.20 -0.12 0.04
0.28 0.00 -0.11

Output
total charge	0
highest occupied orbital energy (alpha / beta)	-7.87 / -8.73	eV
LUMO energy (alpha / beta)	-1.2284 / -0.3652	eV
HOMO-LUMO gap (alpha / beta)	6.6 / 8.4	eV


No. 3
Computed, not measured: C4H5NO3S in the gas phase in a non-equilibrium geometry, with wB97M-V/def2-TZVPD.

Last column: natural (NBO) charge in e.
Cartesian coordinates (Å):
C -0.24466 -1.09924 0.03234  -0.477
C 0.67070 -0.19289 -0.35208  0.407
C -1.67250 -0.79063 0.24718  0.776
C 2.00121 -0.47528 -0.91451  -0.669
N -1.26951 1.75210 1.61030  -1.080
O 0.37906 1.08711 -0.37669  -0.687
O -2.01585 0.47665 -0.29641  -0.734
O -2.39235 -1.45817 0.94325  -0.511
S -1.16962 1.79603 0.12251  1.618
H -0.09632 -2.16497 0.09637  0.239
H 2.89934 0.05030 -0.34989  0.238
H 2.12531 0.07112 -1.91522  0.245
H 2.21064 -1.52334 -1.05387  0.235
H -1.42544 2.47119 2.20671  0.400

Forces on the atoms, in the same order (eV/Å):
-1.06 -0.65 -0.45
-0.83 -1.13 -0.04
1.83 -0.03 2.13
2.88 2.16 -0.48
0.81 -2.82 -2.12
-0.60 2.42 0.12
-0.87 -0.32 -0.45
-0.24 1.04 -1.63
0.26 -1.18 0.63
0.63 0.01 -0.03
-1.94 -1.24 -0.57
-0.62 -0.93 1.14
-0.01 -0.25 0.10
-0.26 2.92 1.66

Output
total charge	0
highest occupied orbital energy	-9.37	eV
LUMO energy	0.3360	eV
HOMO-LUMO gap	9.7	eV


No. 4
Computed, not measured: a molecular structure, C4H5NO3S in a non-equilibrium geometry, with wB97M-V/def2-TZVPD.

Last column: natural (NBO) charge in e.
Cartesian coordinates (Å):
C -2.05474 -0.44598 -0.61854  0.046
C -1.77992 -0.93135 0.54012  0.061
C 1.33824 0.54763 0.77154  -0.702
C 0.55049 -0.71727 0.20995  0.191
N 0.30180 -0.30101 -1.06410  -0.726
O -0.04513 2.31650 -0.68241  -0.929
O 1.95572 1.46854 -1.79196  -0.907
O -0.55682 -1.13646 0.97436  -0.473
S 0.92515 1.27624 -0.84560  2.261
H -2.41934 -0.39576 -1.56002  0.227
H -2.48897 -1.31088 1.29316  0.260
H 0.60868 0.98992 1.51833  0.257
H 2.35365 0.26386 1.02774  0.254
H 1.31119 -1.62398 0.22741  0.181

Forces on the atoms, in the same order (eV/Å):
3.46 0.49 0.60
-0.48 -0.75 0.51
-2.52 -0.79 0.27
3.98 -1.58 1.48
-3.53 1.15 -2.10
-0.20 -0.03 0.11
1.21 0.18 -0.45
0.78 -0.41 2.02
-1.18 -0.94 0.54
-1.43 0.37 -2.27
-0.03 0.42 -0.62
1.67 -0.07 -0.42
0.03 0.72 0.21
-1.76 1.24 0.12

Output
total charge	0
highest occupied orbital energy (alpha / beta)	-9.47 / -9.47	eV
LUMO energy (alpha / beta)	-1.6291 / -1.6357	eV
HOMO-LUMO gap (alpha / beta)	7.8 / 7.8	eV


No. 5
Computed, not measured: a gas-phase ion, C4H5NO5PS2 (charge -1) in a non-equilibrium geometry, with wB97M-V/def2-TZVPD.

Last column: natural (NBO) charge in e.
Cartesian coordinates (Å):
C 1.98581 -1.55025 -0.18978  -0.264
O 0.76443 -1.33252 -0.76548  -0.821
P 0.61320 -0.15377 -1.84056  1.750
O -0.80467 -0.40870 -2.21280  -1.148
S 2.00726 -0.13289 -3.21732  -0.698
S 0.75109 1.59485 -0.53067  0.122
N -0.43931 1.10590 0.55792  -0.618
C -1.76245 0.90931 0.39398  0.436
O -2.40721 0.98545 -0.80260  -0.708
C -2.29535 0.76892 1.62318  -0.108
O -1.25092 0.66370 2.51427  -0.450
C -0.12490 0.85185 1.91238  0.862
O 0.98226 0.74420 2.35111  -0.630
H 1.91813 -2.21694 0.66291  0.183
H 2.60013 -0.58141 -0.10199  0.196
H 2.62899 -2.18597 -0.81615  0.165
H -1.78874 0.45670 -1.46987  0.523
H -3.37775 0.48157 1.93146  0.209

Forces on the atoms, in the same order (eV/Å):
3.22 0.00 -0.23
-0.47 -0.03 0.24
0.25 -0.57 -0.58
-1.04 1.02 -0.48
-0.16 0.36 0.58
0.02 -0.42 -1.09
1.94 -0.13 0.89
-3.32 0.82 -1.29
1.49 -0.45 0.89
-3.03 -1.19 -0.67
-1.39 -0.08 2.51
1.41 -0.12 -2.49
0.68 0.23 0.93
-0.42 0.80 0.84
-1.00 -1.40 0.70
-0.13 0.23 -0.61
-0.61 0.31 0.32
2.56 0.60 -0.47

Output
total charge	-1
highest occupied orbital energy	-4.81	eV
LUMO energy	3.2257	eV
HOMO-LUMO gap	8.0	eV
structure (SMILES)	CO[P@]([O-])(=S)Sn1c(O)coc1=O


No. 6
Computed, not measured: C4H5NOS in the gas phase in a non-equilibrium geometry, with wB97M-V/def2-TZVPD.

Last column: natural (NBO) charge in e.
Cartesian coordinates (Å):
C 1.73830 -0.94568 -0.12033  -0.445
C 1.03703 0.21236 -0.11377  -0.035
N -0.38390 0.26217 -0.10050  -0.505
C -0.86957 1.60406 0.01042  0.522
O -2.08751 1.69500 -0.06888  -0.505
C -1.23122 -0.78329 0.20011  -0.137
S -2.88288 -0.90770 -0.15233  0.040
H 2.95918 -0.90993 -0.06435  0.229
H 1.23406 -1.92843 -0.40069  0.222
H 1.57970 1.14390 -0.09451  0.212
H -0.16788 2.38019 0.02842  0.150
H -0.92531 -1.82265 0.87640  0.250

Forces on the atoms, in the same order (eV/Å):
1.74 0.03 -0.94
0.80 -2.86 0.49
1.76 1.32 0.73
-5.22 -3.32 -1.50
2.25 2.05 0.65
-2.44 -3.62 1.23
2.54 0.13 0.33
-3.49 -0.13 -0.23
0.87 1.38 0.86
-0.36 0.30 0.21
1.28 1.18 0.25
0.30 3.54 -2.09

Output
total charge	0
highest occupied orbital energy	-8.26	eV
LUMO energy	-0.4365	eV
HOMO-LUMO gap	7.8	eV
structure (SMILES)	C=CN(C=O)C=S


No. 7
Computed, not measured: C4H5NOS in the gas phase in a non-equilibrium geometry, with wB97M-V/def2-TZVPD.

Last column: natural (NBO) charge in e.
Cartesian coordinates (Å):
C -2.95945 0.29056 -0.15788  -0.179
C -1.86277 -0.09532 0.14640  -0.061
C -0.55251 -0.56638 0.39413  -0.060
O -0.28189 -1.74534 -0.28327  -0.688
C 0.55021 0.43814 0.02793  0.140
N 0.12092 1.66222 -0.07671  -0.745
S 2.12752 -0.02769 -0.03627  -0.194
H -3.90832 0.75943 -0.38226  0.248
H -0.36917 -0.66229 1.51470  0.214
H 0.64916 -1.97003 -0.08593  0.494
H 0.80854 2.41415 -0.16772  0.417
H -0.86469 1.82695 0.04121  0.415

Forces on the atoms, in the same order (eV/Å):
-0.13 0.57 0.17
-1.98 0.24 -0.70
2.57 -0.45 1.37
-0.24 -1.07 0.09
0.30 -0.54 0.51
0.48 1.65 -0.15
0.03 -0.10 -0.10
0.51 -0.49 0.11
-0.50 -0.10 -0.94
-0.27 0.22 -0.22
-0.66 -0.36 0.00
-0.09 0.43 -0.14

Output
total charge	0
highest occupied orbital energy	-8.80	eV
LUMO energy	0.5454	eV
HOMO-LUMO gap	9.3	eV
structure (SMILES)	C#C[C@@H](O)C(N)=S


No. 8
Computed, not measured: C4H5NOS in the gas phase in a non-equilibrium geometry, with wB97M-V/def2-TZVPD.

Last column: natural (NBO) charge in e.
Cartesian coordinates (Å):
C 1.14820 -0.20741 -0.62734  -0.469
C -0.33043 0.05438 -1.04627  -0.366
C 1.52941 -0.02234 0.61775  0.466
C -1.38314 0.80519 -0.28790  -0.585
N 1.99084 0.28680 1.69149  -0.617
O -1.20506 -1.54057 1.10679  -0.948
S -1.62485 -1.00135 -0.25891  1.112
H 1.62655 -0.52842 -1.51507  0.260
H -0.41526 0.07183 -2.15898  0.239
H -1.11607 1.09938 0.69574  0.251
H -2.27820 1.27576 -0.77817  0.248
H 2.05800 -0.29324 2.56087  0.410

Forces on the atoms, in the same order (eV/Å):
-3.47 1.20 -0.02
1.07 -0.12 -0.48
0.82 -0.65 -0.22
-0.96 -0.66 -1.08
0.14 -0.02 1.09
-0.10 0.70 -1.87
0.12 -0.80 1.78
1.38 -0.43 0.10
-0.07 -0.07 1.05
0.03 0.54 0.74
1.47 -0.05 0.39
-0.43 0.38 -1.49

Output
total charge	0
highest occupied orbital energy	-8.50	eV
LUMO energy	0.7071	eV
HOMO-LUMO gap	9.2	eV


No. 9
Computed, not measured: C4H5NOS2 in the gas phase in a non-equilibrium geometry, with wB97M-V/def2-TZVPD.

Last column: natural (NBO) charge in e.
Cartesian coordinates (Å):
S 0.49827 2.63752 1.35903  0.117
C 0.55258 1.70831 -0.02217  -0.306
C 0.87683 0.15875 -0.13019  0.008
C -0.17445 -0.54763 -1.06275  -0.251
N -1.17023 -0.69801 0.01564  -0.626
C -0.49494 -0.96390 1.22765  0.387
S -1.04675 -1.69040 2.63360  -0.139
O 0.76840 -0.52828 1.07836  -0.467
H 0.33373 2.26585 -1.08765  0.211
H 1.88617 0.01027 -0.40487  0.223
H 0.36339 -1.44038 -1.58721  0.206
H -0.33207 0.13771 -1.94991  0.222
H -2.06094 -1.04980 -0.06953  0.416

Forces on the atoms, in the same order (eV/Å):
0.10 -1.79 -2.24
-0.26 1.55 -0.29
-1.28 1.32 -0.97
2.20 0.82 -0.63
3.16 0.04 0.64
-1.01 -0.30 0.08
0.38 0.87 -1.75
-0.59 -0.14 1.02
0.63 -1.61 2.55
1.11 0.18 -0.80
-1.48 0.69 1.48
-0.85 -0.56 1.34
-2.10 -1.06 -0.44

Output
total charge	0
highest occupied orbital energy	-8.74	eV
LUMO energy	-0.7887	eV
HOMO-LUMO gap	7.9	eV
structure (SMILES)	S=C[C@@H]1CNC(=S)O1


No. 10
Computed, not measured: C4H5NOS2 in the gas phase in a non-equilibrium geometry, with wB97M-V/def2-TZVPD.

Last column: natural (NBO) charge in e.
Cartesian coordinates (Å):
N 2.27196 0.64603 -0.47853  -0.826
C 1.10345 0.09221 -0.10178  0.478
O 1.06936 -1.26358 0.14095  -0.437
C -0.31270 -1.61178 -0.03430  0.012
C -1.01840 -0.42571 0.02272  -0.215
S -2.75045 -0.07502 -0.33069  0.004
C -0.11160 0.69610 0.03732  -0.379
S -0.63038 2.37222 -0.04632  0.003
H 3.11468 -0.10097 -0.42333  0.392
H 2.76061 1.49547 -0.06882  0.412
H -0.54863 -2.68861 -0.20737  0.225
H -3.28533 -1.21268 0.43686  0.154
H -1.66257 2.07632 1.05328  0.176

Forces on the atoms, in the same order (eV/Å):
6.17 -1.31 0.38
-0.62 0.57 1.85
-1.43 0.74 -2.01
0.11 0.85 0.84
-0.69 -1.22 -0.88
-0.20 -2.56 1.82
0.06 -1.35 -0.51
-1.77 -0.85 2.31
-2.83 1.97 -0.39
-1.98 -1.12 -0.31
0.28 1.38 0.49
0.86 1.92 -1.37
2.05 0.97 -2.23

Output
total charge	0
highest occupied orbital energy	-7.60	eV
LUMO energy	0.6207	eV
HOMO-LUMO gap	8.2	eV
structure (SMILES)	Nc1occ(S)c1S


It is found that the energy above the lowest of the compared OMol25 structures with the same formula, charge and spin values, taken in the order of the records, are 937.1 538.5 204.5 575.6 0.0 300.9 215.3 328.1 189.0 232.0 kJ/mol.